<a>
BF4H22O11 | the ωB97M-V functional and the def2-TZVPD basis

Results
LUMO energy = 2.31 eV
HOMO = -0.2677 hartree
charge = -1
HOMO-LUMO gap = 9.595 eV
multiplicity = 1

Cartesian coordinates (Å):
B (-0.064, -0.728, -0.819)
F (-0.590, -0.400, -2.075)
F (0.585, 0.400, -0.317)
F (-1.096, -1.176, 0.038)
F (0.893, -1.742, -0.896)
O (1.389, -3.341, 1.252)
H (0.457, -3.157, 1.482)
H (1.446, -3.108, 0.373)
O (-0.617, 2.680, -2.863)
H (-1.110, 2.219, -2.217)
H (-1.298, 3.073, -3.463)
O (3.255, -0.140, -0.210)
H (3.221, 0.711, 0.309)
H (2.327, -0.336, -0.503)
O (-1.393, -0.143, 2.490)
H (-0.473, 0.203, 2.536)
H (-1.438, -0.538, 1.591)
O (-3.466, -0.391, -2.377)
H (-3.760, 0.486, -2.699)
H (-2.518, -0.322, -2.457)
O (2.202, 1.869, -2.575)
H (1.390, 1.657, -3.030)
H (1.797, 2.185, -1.780)
O (1.234, 0.554, 2.370)
H (1.864, 0.668, 3.056)
H (1.561, -0.191, 1.903)
O (-0.627, 2.404, 0.931)
H (-1.188, 2.511, 0.176)
H (-0.112, 1.586, 0.832)
O (1.389, 3.634, -0.450)
H (1.445, 4.442, 0.055)
H (0.698, 3.197, 0.042)
O (-1.378, -3.839, 0.604)
H (-0.963, -3.135, 0.068)
H (-2.257, -3.956, 0.304)
O (-0.609, -2.655, 2.992)
H (-1.041, -1.820, 2.723)
H (-1.138, -3.367, 2.605)



<b>
BF4H22O11 | the ωB97M-V functional and the def2-TZVPD basis

Results
LUMO energy = 2.57 eV
HOMO = -0.2885 hartree
charge = -1
HOMO-LUMO gap = 10.420 eV
multiplicity = 1

Cartesian coordinates (Å):
B (0.086, -0.330, -0.085)
F (0.944, -1.438, -0.068)
F (-1.167, -0.750, 0.399)
F (0.490, 0.801, 0.660)
F (-0.072, 0.031, -1.424)
O (3.421, -1.529, -1.053)
H (2.550, -1.382, -0.638)
H (4.031, -0.979, -0.555)
O (-1.692, -1.628, -4.313)
H (-1.612, -1.646, -3.349)
H (-1.433, -2.511, -4.590)
O (2.871, 2.017, 0.436)
H (3.440, 1.250, 0.550)
H (1.996, 1.719, 0.738)
O (1.302, -0.635, 2.977)
H (1.514, 0.161, 3.472)
H (0.910, -0.303, 2.154)
O (2.232, -3.251, 2.681)
H (1.815, -2.391, 2.502)
H (3.166, -3.047, 2.773)
O (-0.187, 0.835, -3.929)
H (-0.500, -0.068, -4.077)
H (-0.219, 0.920, -2.966)
O (-1.958, 0.982, 3.631)
H (-2.389, 0.722, 2.807)
H (-1.726, 1.905, 3.492)
O (0.310, 3.019, -0.790)
H (1.059, 2.989, -1.393)
H (0.253, 2.106, -0.447)
O (-1.002, -3.396, -0.314)
H (-0.749, -2.531, 0.056)
H (-1.875, -3.566, 0.052)
O (-2.311, 3.093, -0.073)
H (-2.569, 3.993, -0.285)
H (-1.422, 2.993, -0.469)
O (-3.511, 0.459, 0.609)
H (-3.351, 1.364, 0.305)
H (-2.644, 0.021, 0.524)



Most stable structure among those shown: <b>. Next: +42.2 kJ/mol.